[1]
6
Properties=species:S:1:pos:R:3:forces:R:3 method="wB97M-V/def2-TZVPD" lumo_ev=-1.5 orbital_gap_ev=9.60 total_energy_ha=-369.263383 relative_energy_kcal_mol=56.0
N 2.087 -0.516 -0.005 -0.60 1.16 -0.08
N -0.146 0.843 0.143 -1.56 2.92 0.46
N 1.600 0.474 -0.045 3.87 -2.29 -0.16
N -0.871 -0.150 0.001 -0.68 -0.18 -0.22
O -0.796 -1.319 -0.094 0.03 -1.24 -0.13
O -1.874 0.668 0.001 -1.06 -0.37 0.12

***

[2]
14
Properties=species:S:1:pos:R:3:forces:R:3 method="wB97M-V/def2-TZVPD" lumo_ev="0.7 / -2.1" orbital_gap_ev="8.50 / 7.00" total_energy_ha=-2934.991222 relative_energy_kcal_mol=84.8 multiplicity=3
C 1.883 0.084 0.006 1.15 1.26 1.93
C 1.140 1.068 1.055 -0.48 -2.31 0.11
C 0.742 0.177 -0.821 -4.73 0.82 -0.78
C 0.033 0.963 0.046 1.76 -1.59 -2.01
N -2.272 -2.110 -0.745 1.51 -1.31 -0.28
O -1.229 -1.823 -0.168 1.01 -0.33 0.34
O -3.314 -1.337 -0.610 -1.94 4.14 2.06
Br -1.691 1.586 -0.104 -0.79 0.43 0.26
H 2.776 0.525 -0.373 0.89 0.34 -0.35
H 2.062 -0.924 0.223 0.52 -1.49 1.20
H 0.903 0.736 2.096 0.38 0.02 -0.94
H 1.623 1.985 1.044 0.84 1.91 0.36
H 0.369 -0.447 -1.655 0.59 0.82 0.25
H -3.025 -0.485 0.008 -0.70 -2.71 -2.14

***

[3]
19
Properties=species:S:1:pos:R:3:forces:R:3 method="wB97M-V/def2-TZVPD" lumo_ev="0.8 / 0.8" orbital_gap_ev="7.69 / 7.68" total_energy_ha=-361.222251 relative_energy_kcal_mol=104.9
C 1.704 0.467 -0.912 0.09 0.18 0.05
C 1.778 -0.913 1.287 -0.03 -0.02 0.10
N -0.987 -0.224 1.454 -0.19 0.24 -1.08
C -1.442 0.177 -0.175 -0.53 -0.82 0.72
C 1.126 0.093 0.403 -0.76 -0.12 0.07
N -2.244 1.326 -0.220 0.21 0.14 0.20
C -1.544 -0.854 -1.058 0.10 0.13 0.18
N -0.095 0.487 0.615 0.94 0.35 -0.04
H -1.560 0.507 1.879 0.02 -0.01 -0.06
H -3.071 1.211 -0.786 0.14 -0.03 0.00
H -1.740 2.181 -0.414 -0.05 -0.11 -0.03
H 1.497 1.505 -1.176 -0.06 -0.05 0.04
H 2.782 0.311 -0.938 -0.03 -0.08 -0.06
H 1.213 -0.160 -1.680 0.05 0.01 0.08
H 2.837 -0.688 1.412 -0.01 -0.02 -0.05
H 1.287 -0.958 2.260 -0.01 0.06 -0.06
H 1.693 -1.915 0.847 0.01 0.07 -0.03
H -1.070 -1.803 -0.865 0.00 -0.03 0.06
H -2.164 -0.750 -1.934 0.09 0.12 -0.07

***

[4]
42
Properties=species:S:1:pos:R:3:forces:R:3 method="wB97M-V/def2-TZVPD" lumo_ev=-0.2 orbital_gap_ev=11.33 total_energy_ha=-2570.502316
K -1.227 -1.239 -0.819 0.35 -0.54 0.25
P -1.128 -4.057 1.836 -0.47 -1.19 0.24
F -1.085 -4.023 3.451 -0.04 0.15 -0.38
F 0.477 -4.217 1.802 0.27 0.34 -0.07
F -1.285 -5.663 1.805 -0.04 0.40 0.17
F -1.147 -4.043 0.198 -0.05 0.22 -0.38
F -2.736 -3.878 1.859 0.24 0.06 -0.08
F -0.973 -2.432 1.760 0.17 0.59 0.16
C 1.743 -0.853 1.839 1.34 -0.67 0.15
C 3.253 -1.060 1.620 0.13 0.42 1.05
O 3.384 -1.424 0.261 -0.60 0.48 -0.57
C 2.216 -1.110 -0.381 1.12 -1.99 0.59
O 2.019 -1.320 -1.532 -0.06 0.53 -0.62
O 1.281 -0.770 0.492 -1.20 1.06 0.35
H 1.595 0.054 2.417 -0.51 0.11 -0.28
H 1.316 -1.726 2.325 -0.39 0.12 -0.12
H 3.634 -1.827 2.293 0.10 -0.17 -0.36
H 3.818 -0.142 1.814 -0.02 -0.06 -0.17
C -2.971 2.059 -1.434 0.06 -0.22 -1.57
O -2.551 2.562 -0.184 0.32 -0.20 0.05
C -2.259 1.676 0.773 -0.26 0.32 -0.04
O -2.385 0.480 0.720 -0.08 -0.21 -0.43
O -1.824 2.348 1.814 -0.06 0.44 0.45
C -1.535 1.589 2.994 -0.83 -0.90 0.21
H -2.623 2.717 -2.235 -0.14 0.53 0.49
H -4.053 1.980 -1.510 -0.03 -0.06 0.29
H -2.501 1.131 -1.764 -0.09 -0.21 0.76
H -1.845 2.160 3.866 0.75 0.54 -0.16
H -0.505 1.253 2.936 0.11 0.23 0.44
H -2.175 0.706 3.086 0.17 -0.05 -0.56
C 1.020 3.149 -0.931 0.50 -0.03 0.25
O 1.205 2.826 -2.308 0.15 0.26 -0.20
C 0.828 1.621 -2.707 -0.26 -0.21 0.29
O 0.052 0.898 -2.123 -0.32 -0.11 0.25
O 1.417 1.348 -3.842 0.22 0.43 -0.58
C 1.139 0.098 -4.472 0.65 -0.38 -0.14
H 1.806 2.638 -0.369 -0.29 -0.19 0.17
H 0.026 2.900 -0.571 0.01 -0.01 -0.03
H 1.229 4.209 -0.824 -0.25 0.07 -0.21
H 0.077 -0.119 -4.505 -0.03 -0.03 0.13
H 1.725 -0.672 -3.972 -0.41 -0.12 0.21
H 1.549 0.171 -5.477 -0.21 0.25 -0.04